(1)
Below is 2 unconnected molecules or ions with the total composition C6H14N2O2 at a distorted geometry, with properties calculated with wB97M-V/def2-TZVPD.

The calculation puts the HOMO energy at -8.69 eV. The SMILES is CNC(C)=O.CNC(C)=O. For the maximum force, the calculation gives 4.660 eV/Å. The energy relative to the best compared isomer or geometry (same formula, charge and spin) comes out at 348.0 kJ/mol.

The geometry in ORCA input format:
```
! RIJCOSX wB97M-V def2-TZVPD def2/J DEFGRID3
* xyz 0 1
C 1.830 2.052 0.420
N 1.825 0.786 -0.358
C 2.820 -0.237 -0.256
C 2.341 -1.630 -0.798
O 3.962 0.067 0.026
H 2.919 2.156 0.851
H 1.636 3.082 -0.077
H 1.341 1.940 1.472
H 0.889 0.478 -0.670
H 2.566 -1.655 -1.981
H 1.172 -1.717 -0.878
H 2.642 -2.691 -0.280
C -3.573 0.573 -0.948
N -2.773 -0.145 0.183
C -1.342 -0.171 0.210
C -0.828 -1.003 1.335
O -0.657 0.504 -0.564
H -2.768 0.949 -1.541
H -4.417 -0.213 -1.313
H -4.084 1.360 -0.319
H -3.357 -0.926 0.748
H -1.577 -1.136 2.110
H -0.084 -0.385 1.584
H -0.482 -2.040 1.046
*
```

Computed Löwdin charges, given in elementary charges:
1. C -0.1171
2. N -0.0368
3. C -0.5187
4. C -0.0414
5. O 0.0224
6. H 0.0916
7. H 0.0943
8. H 0.0853
9. H 0.0252
10. H 0.1122
11. H 0.0597
12. H 0.1177
13. C -0.0474
14. N -0.0422
15. C -0.4803
16. C 0.0042
17. O 0.0119
18. H 0.0462
19. H 0.1220
20. H 0.0793
21. H 0.1814
22. H 0.0818
23. H 0.0314
24. H 0.1175

=====

(2)
Below is 2 unconnected molecules or ions with the total composition C6H14N2O2 at a distorted geometry, with properties calculated with wB97M-V/def2-TZVPD.

The calculation puts the HOMO energy at -8.89 eV. The SMILES is CNC(C)=O.CNC(C)=O. For the maximum force, the calculation gives 3.462 eV/Å. The energy relative to the best compared isomer or geometry (same formula, charge and spin) comes out at 64.2 kJ/mol.

The geometry in ORCA input format:
```
! RIJCOSX wB97M-V def2-TZVPD def2/J DEFGRID3
* xyz 0 1
C 1.545 -1.242 1.392
N 2.328 -0.088 1.015
C 1.962 0.710 0.041
C 2.968 1.774 -0.351
O 0.870 0.622 -0.522
H 0.572 -1.232 0.914
H 2.021 -2.229 1.130
H 1.313 -1.310 2.477
H 3.237 0.057 1.466
H 3.946 1.420 -0.093
H 2.974 1.989 -1.468
H 2.726 2.731 0.151
C -2.862 1.170 0.551
N -2.018 0.257 -0.194
C -2.472 -0.842 -0.738
C -1.483 -1.657 -1.590
O -3.638 -1.240 -0.598
H -3.378 0.596 1.309
H -2.297 1.946 1.065
H -3.632 1.681 -0.110
H -1.054 0.544 -0.397
H -0.465 -1.321 -1.439
H -1.472 -2.750 -1.392
H -1.691 -1.586 -2.619
*
```

Computed Löwdin charges, given in elementary charges:
1. C -0.0611
2. N 0.0149
3. C -0.5560
4. C 0.0017
5. O 0.0025
6. H 0.0656
7. H 0.1014
8. H 0.0917
9. H 0.1539
10. H 0.0580
11. H 0.1102
12. H 0.0937
13. C -0.0702
14. N 0.0045
15. C -0.5621
16. C 0.0029
17. O 0.0048
18. H 0.0758
19. H 0.0759
20. H 0.1058
21. H 0.0934
22. H 0.0429
23. H 0.0919
24. H 0.0580

=====

(3)
Below is 2 unconnected molecules or ions with the total composition C6H14N2O2 at a distorted geometry, with properties calculated with wB97M-V/def2-TZVPD.

The calculation puts the HOMO energy at -9.26 eV. The SMILES is CNC(C)=O.CNC(C)=O. For the maximum force, the calculation gives 5.348 eV/Å. The energy relative to the best compared isomer or geometry (same formula, charge and spin) comes out at 295.8 kJ/mol.

The geometry in ORCA input format:
```
! RIJCOSX wB97M-V def2-TZVPD def2/J DEFGRID3
* xyz 0 1
C -0.222 -2.368 -0.169
N -0.557 -1.958 1.146
C 0.490 -1.184 1.784
C 0.050 -0.402 2.981
O 1.552 -1.227 1.319
H 0.001 -1.528 -0.899
H 0.840 -2.931 -0.175
H -0.966 -3.031 -0.484
H -1.055 -2.533 1.727
H 0.579 0.412 3.341
H -0.937 0.016 2.673
H -0.218 -1.144 3.915
C 0.252 0.924 -3.323
N 0.455 1.334 -1.857
C -0.504 1.601 -1.012
C -0.038 2.029 0.392
O -1.654 1.451 -1.298
H -0.926 0.861 -3.361
H 0.711 1.749 -3.846
H 0.609 -0.160 -3.512
H 1.400 1.389 -1.627
H -0.107 3.216 0.562
H -0.671 1.424 1.065
H 0.916 2.061 0.657
*
```

Computed Löwdin charges, given in elementary charges:
1. C -0.1265
2. N -0.0160
3. C -0.5658
4. C -0.0202
5. O 0.1074
6. H 0.0904
7. H 0.1203
8. H 0.0545
9. H 0.0849
10. H 0.0437
11. H 0.0747
12. H 0.1453
13. C -0.0272
14. N 0.0078
15. C -0.6246
16. C 0.0138
17. O 0.0486
18. H 0.1109
19. H 0.0628
20. H 0.0971
21. H 0.1059
22. H 0.1381
23. H 0.0693
24. H 0.0049

=====

(4)
Below is 2 unconnected molecules or ions with the total composition C6H14N2O2 at a distorted geometry, with properties calculated with wB97M-V/def2-TZVPD.

The calculation puts the HOMO energy at -9.15 eV. The SMILES is CNC(C)=O.CNC(C)=O. For the maximum force, the calculation gives 6.897 eV/Å. The energy relative to the best compared isomer or geometry (same formula, charge and spin) comes out at 211.1 kJ/mol.

The geometry in ORCA input format:
```
! RIJCOSX wB97M-V def2-TZVPD def2/J DEFGRID3
* xyz 0 1
C 1.840 -0.007 2.985
N 1.010 -1.201 2.618
C 0.565 -1.362 1.297
C -0.039 -2.582 0.999
O 0.982 -0.518 0.453
H 1.768 0.832 2.123
H 1.565 0.379 3.856
H 2.829 -0.435 3.047
H 0.435 -1.586 3.342
H -1.042 -2.734 1.508
H -0.337 -2.775 0.041
H 0.748 -3.422 1.189
C 0.786 1.192 -2.781
N -0.279 1.163 -1.863
C -1.507 1.657 -2.128
C -2.471 1.254 -0.968
O -1.819 2.330 -3.118
H 0.612 1.861 -3.622
H 1.649 1.542 -2.310
H 1.067 0.283 -3.255
H -0.202 0.573 -1.080
H -3.317 1.968 -1.078
H -2.719 0.249 -1.217
H -2.123 1.341 -0.039
*
```

Computed Löwdin charges, given in elementary charges:
1. C -0.0462
2. N 0.0034
3. C -0.5340
4. C -0.0300
5. O -0.0056
6. H 0.1393
7. H 0.0152
8. H 0.0759
9. H 0.1178
10. H 0.1221
11. H 0.0475
12. H 0.1465
13. C -0.0835
14. N 0.0100
15. C -0.5053
16. C 0.0127
17. O 0.0217
18. H 0.0919
19. H 0.0646
20. H 0.0752
21. H 0.0749
22. H 0.0958
23. H 0.0717
24. H 0.0186

=====

(5)
Below is 2 unconnected molecules or ions with the total composition C6H14N2O2 at a distorted geometry, with properties calculated with wB97M-V/def2-TZVPD.

The calculation puts the HOMO energy at -9.28 eV. The SMILES is CNC(C)=O.CNC(C)=O. For the maximum force, the calculation gives 3.014 eV/Å. The energy relative to the best compared isomer or geometry (same formula, charge and spin) comes out at 116.4 kJ/mol.

The geometry in ORCA input format:
```
! RIJCOSX wB97M-V def2-TZVPD def2/J DEFGRID3
* xyz 0 1
C 3.017 1.646 0.136
N 1.980 0.612 -0.101
C 2.062 -0.107 -1.245
C 1.144 -1.262 -1.438
O 3.016 0.047 -2.008
H 2.797 2.545 -0.415
H 3.045 1.989 1.179
H 3.944 1.121 -0.075
H 1.114 0.917 0.320
H 0.976 -1.749 -0.476
H 0.176 -1.132 -1.915
H 1.746 -2.043 -1.917
C -1.594 -0.155 2.475
N -2.162 -0.668 1.245
C -2.062 0.212 0.145
C -2.533 -0.292 -1.183
O -1.432 1.241 0.299
H -0.509 -0.300 2.466
H -1.920 0.863 2.667
H -1.925 -0.826 3.281
H -2.914 -1.322 1.117
H -3.582 -0.136 -1.438
H -1.960 0.179 -1.973
H -2.425 -1.379 -1.147
*
```

Computed Löwdin charges, given in elementary charges:
1. C -0.0656
2. N 0.0100
3. C -0.5553
4. C -0.0046
5. O 0.0278
6. H 0.0781
7. H 0.0794
8. H 0.0820
9. H 0.1088
10. H 0.0778
11. H 0.0644
12. H 0.0898
13. C -0.0930
14. N -0.0117
15. C -0.5295
16. C -0.0123
17. O 0.0307
18. H 0.0846
19. H 0.0849
20. H 0.0852
21. H 0.1216
22. H 0.0834
23. H 0.0827
24. H 0.0807

=====

(6)
Below is 2 unconnected molecules or ions with the total composition C6H14N2O2 at a distorted geometry, with properties calculated with wB97M-V/def2-TZVPD.

The calculation puts the HOMO energy at -9.52 eV. The SMILES is CNC(C)=O.CNC(C)=O. For the maximum force, the calculation gives 1.818 eV/Å. The energy relative to the best compared isomer or geometry (same formula, charge and spin) comes out at 75.4 kJ/mol.

The geometry in ORCA input format:
```
! RIJCOSX wB97M-V def2-TZVPD def2/J DEFGRID3
* xyz 0 1
C -1.117 1.694 -1.022
N -1.153 0.292 -1.345
C -0.214 -0.330 -2.126
C -0.394 -1.797 -2.369
O 0.713 0.314 -2.577
H -1.515 1.990 -0.057
H -0.105 2.066 -1.170
H -1.674 2.299 -1.752
H -2.026 -0.155 -1.149
H 0.124 -2.474 -1.703
H -1.449 -2.086 -2.346
H -0.128 -1.867 -3.427
C 2.507 0.276 1.109
N 1.187 -0.275 1.357
C 0.289 0.412 2.159
C -1.003 -0.350 2.377
O 0.585 1.421 2.756
H 2.825 0.827 1.987
H 3.207 -0.552 0.997
H 2.524 0.886 0.211
H 0.801 -0.893 0.684
H -1.567 -0.632 1.487
H -0.734 -1.271 2.900
H -1.683 0.206 3.020
*
```

Computed Löwdin charges, given in elementary charges:
1. C -0.0815
2. N -0.0035
3. C -0.5659
4. C -0.0015
5. O 0.0460
6. H 0.0806
7. H 0.0834
8. H 0.0857
9. H 0.1208
10. H 0.0802
11. H 0.0765
12. H 0.0910
13. C -0.0709
14. N 0.0000
15. C -0.5527
16. C -0.0122
17. O 0.0554
18. H 0.0816
19. H 0.0799
20. H 0.0809
21. H 0.1011
22. H 0.0606
23. H 0.0842
24. H 0.0800

=====

(7)
Below is 2 unconnected molecules or ions with the total composition C6H14N2O2 at a distorted geometry, with properties calculated with wB97M-V/def2-TZVPD.

The calculation puts the HOMO energy at -9.58 eV. The SMILES is CNC(C)=O.CNC(C)=O. For the maximum force, the calculation gives 4.667 eV/Å. The energy relative to the best compared isomer or geometry (same formula, charge and spin) comes out at 236.2 kJ/mol.

The geometry in ORCA input format:
```
! RIJCOSX wB97M-V def2-TZVPD def2/J DEFGRID3
* xyz 0 1
C 2.697 -0.987 -0.026
N 1.849 -1.105 1.201
C 1.551 -0.035 1.882
C 0.578 0.168 2.971
O 2.193 0.981 1.555
H 1.875 -0.792 -0.705
H 3.468 -0.127 0.144
H 3.227 -1.969 -0.108
H 1.496 -2.029 1.230
H 0.766 -0.435 3.868
H 0.769 1.141 3.406
H -0.369 0.024 2.724
C -0.360 1.695 -1.940
N -1.176 0.755 -1.228
C -2.151 0.072 -1.890
C -2.954 -0.766 -0.984
O -2.522 0.319 -3.039
H -0.491 2.707 -1.394
H 0.770 1.303 -1.954
H -0.665 1.832 -2.983
H -0.774 0.403 -0.406
H -2.950 -1.798 -1.286
H -2.793 -0.663 0.092
H -4.036 -0.694 -1.132
*
```

Computed Löwdin charges, given in elementary charges:
1. C -0.0391
2. N -0.0012
3. C -0.5748
4. C 0.0110
5. O -0.0146
6. H 0.0676
7. H 0.1205
8. H 0.0903
9. H 0.1233
10. H 0.0961
11. H 0.0936
12. H 0.0236
13. C -0.0914
14. N -0.0131
15. C -0.5474
16. C -0.0216
17. O 0.0346
18. H 0.1083
19. H 0.1158
20. H 0.0722
21. H 0.0986
22. H 0.0768
23. H 0.0789
24. H 0.0921

=====

(8)
Below is 2 unconnected molecules or ions with the total composition C6H14N2O2 at a distorted geometry, with properties calculated with wB97M-V/def2-TZVPD.

The calculation puts the HOMO energy at -9.06 eV. The SMILES is CNC(C)=O.CNC(C)=O. For the maximum force, the calculation gives 3.323 eV/Å. The energy relative to the best compared isomer or geometry (same formula, charge and spin) comes out at 120.9 kJ/mol.

The geometry in ORCA input format:
```
! RIJCOSX wB97M-V def2-TZVPD def2/J DEFGRID3
* xyz 0 1
C 0.409 -2.920 -1.202
N -0.524 -2.853 -0.130
C -0.483 -1.640 0.556
C -1.377 -1.410 1.705
O 0.311 -0.782 0.193
H 0.435 -1.968 -1.774
H 1.491 -2.983 -0.964
H 0.100 -3.606 -2.019
H -1.149 -3.592 0.129
H -0.881 -1.742 2.605
H -1.439 -0.295 1.816
H -2.403 -1.763 1.808
C -1.122 3.066 0.106
N -0.077 2.033 0.096
C 1.046 2.242 -0.679
C 2.025 1.094 -0.497
O 1.232 3.225 -1.353
H -0.666 4.023 0.333
H -1.663 3.168 -0.856
H -1.897 2.886 0.872
H -0.292 1.177 0.557
H 1.834 0.317 -1.211
H 3.045 1.601 -0.608
H 2.047 0.722 0.517
*
```

Computed Löwdin charges, given in elementary charges:
1. C -0.1181
2. N 0.0185
3. C -0.5011
4. C 0.0035
5. O -0.0032
6. H 0.0848
7. H 0.0966
8. H 0.0936
9. H 0.1327
10. H 0.0868
11. H 0.0940
12. H 0.0844
13. C -0.0866
14. N 0.0056
15. C -0.5532
16. C -0.0265
17. O 0.0537
18. H 0.0725
19. H 0.0852
20. H 0.0765
21. H 0.0708
22. H 0.0600
23. H 0.1076
24. H 0.0618

=====

(9)
Below is 2 unconnected molecules or ions with the total composition C6H14N2O2 at a distorted geometry, with properties calculated with wB97M-V/def2-TZVPD.

The calculation puts the HOMO energy at -9.26 eV. The SMILES is CNC(C)=O.CNC(C)=O. For the maximum force, the calculation gives 4.273 eV/Å. The energy relative to the best compared isomer or geometry (same formula, charge and spin) comes out at 221.1 kJ/mol.

The geometry in ORCA input format:
```
! RIJCOSX wB97M-V def2-TZVPD def2/J DEFGRID3
* xyz 0 1
C -1.273 -0.017 2.460
N -0.032 -0.588 1.877
C -0.059 -1.731 1.139
C 1.161 -2.545 0.685
O -1.162 -2.088 0.659
H -2.050 -0.864 2.523
H -0.954 0.330 3.538
H -1.421 0.909 1.877
H 0.800 -0.294 2.302
H 1.738 -2.136 -0.136
H 1.685 -2.981 1.600
H 0.991 -3.366 0.021
C -0.426 -0.442 -1.890
N -0.234 0.721 -1.033
C 0.344 1.915 -1.393
C 0.851 2.846 -0.295
O 0.723 2.053 -2.584
H -0.425 -1.296 -1.190
H -1.424 -0.467 -2.395
H 0.357 -0.664 -2.621
H -0.360 0.567 -0.044
H 1.690 3.435 -0.590
H 0.134 3.665 -0.248
H 1.020 2.347 0.624
*
```

Computed Löwdin charges, given in elementary charges:
1. C -0.0530
2. N -0.0286
3. C -0.5189
4. C -0.0070
5. O -0.0201
6. H 0.1160
7. H 0.1119
8. H 0.0727
9. H 0.1091
10. H 0.0750
11. H 0.1060
12. H 0.0676
13. C -0.0686
14. N 0.0127
15. C -0.4837
16. C 0.0015
17. O -0.0062
18. H 0.0461
19. H 0.0993
20. H 0.0869
21. H 0.0741
22. H 0.0721
23. H 0.0831
24. H 0.0521

=====

(10)
Below is 2 unconnected molecules or ions with the total composition C6H14N2O2 at a distorted geometry, with properties calculated with wB97M-V/def2-TZVPD.

The expectation value of S² is 0.770. The calculation puts the HOMO energy (alpha / beta) at -13.44 / -13.43 eV. For the maximum force, the calculation gives 1.519 eV/Å. The energy relative to the best compared isomer or geometry (same formula, charge and spin) comes out at 108.5 kJ/mol.

The geometry in ORCA input format:
```
! RIJCOSX wB97M-V def2-TZVPD def2/J DEFGRID3
* xyz 1 2
C 2.534 -0.414 0.901
C 1.236 0.755 -2.506
C 1.955 0.483 -0.174
O 1.457 1.553 0.126
N 1.731 -0.080 -1.406
H 3.476 -0.001 1.274
H 2.444 -0.727 -1.715
H 2.029 1.435 -2.834
H 1.869 -0.167 1.723
H 2.709 -1.433 0.579
H 0.862 0.096 -3.279
H 0.426 1.385 -2.182
C -0.797 -0.176 2.366
C -2.928 -0.183 -0.781
C -2.609 -0.351 0.645
O -3.397 -0.600 1.525
N -1.263 -0.130 1.001
H -0.531 -0.285 0.302
H 0.028 0.519 2.527
H -3.919 -0.546 -1.015
H -1.637 -0.138 3.045
H -0.427 -1.221 2.373
H -2.993 0.881 -1.017
H -2.254 -0.653 -1.478
*
```

Computed Löwdin charges, given in elementary charges:
1. C 0.0133
2. C -0.0610
3. C -0.5698
4. O 0.0384
5. N -0.0043
6. H 0.1008
7. H 0.1359
8. H 0.1008
9. H 0.0539
10. H 0.0861
11. H 0.0848
12. H 0.0698
13. C 0.0363
14. C 0.0342
15. C -0.4192
16. O 0.2203
17. N 0.2198
18. H 0.1561
19. H 0.1160
20. H 0.1071
21. H 0.1107
22. H 0.1545
23. H 0.1193
24. H 0.0962